(1)
{
  "formula": "C3H4ClI",
  "method": "ωB97M-V/def2-TZVPD",
  "elements": ["C", "C", "C", "Cl", "I", "H", "H", "H", "H"],
  "coordinates": [[0.5451, 0.6142, -0.3241], [-0.4106, -0.3930, -0.5000], [-1.5205, -0.5468, 0.6708], [-3.0769, 0.3160, 0.3333], [-1.7529, -2.6747, 1.1752], [1.3163, 0.9330, -1.0138], [0.6485, 1.2823, 0.5669], [-0.3806, -0.9945, -1.5443], [-1.2058, 0.0060, 1.4981]],
  "gap_ev": 9.72,
  "energy_ev": -23797.179,
  "homo_ev": -9.7,
  "smiles": "C=C[C@@H](Cl)I",
  "de_lowest_kj_mol": 67.1,
  "mol_weight_g_mol": 202.422
}

---

(2)
{
  "formula": "C2Br2Cl2S2",
  "method": "ωB97M-V/def2-TZVPD",
  "elements": ["C", "C", "S", "S", "Cl", "Cl", "Br", "Br"],
  "coordinates": [[-1.0198, 0.6318, 0.4485], [1.0751, -0.8947, -0.4842], [-0.1985, -0.9176, 0.8675], [-0.0618, 1.1391, -1.2262], [-2.7427, 0.3692, 0.2610], [1.0121, -2.2153, -1.5806], [-0.7833, 2.1150, 1.6626], [2.7189, -0.2277, 0.0513]],
  "gap_ev": [7.47, 7.46],
  "energy_ev": -188871.397,
  "homo_ev": [-9.4, -9.4],
  "de_lowest_kj_mol": 134.6,
  "mol_weight_g_mol": 318.870
}

---

(3)
{
  "formula": "C25H54GeNO6SSeSiV",
  "method": "ωB97M-V/def2-TZVPD",
  "elements": ["V", "C", "C", "C", "C", "O", "Ge", "O", "C", "C", "C", "C", "O", "C", "C", "C", "C", "H", "H", "H", "H", "H", "H", "H", "H", "H", "H", "H", "H", "H", "H", "H", "H", "H", "H", "H", "H", "H", "H", "H", "H", "H", "H", "H", "C", "C", "C", "C", "O", "Si", "S", "O", "C", "C", "C", "C", "O", "C", "C", "C", "C", "H", "H", "H", "H", "H", "H", "H", "H", "H", "H", "H", "H", "H", "H", "H", "H", "H", "H", "H", "H", "H", "H", "H", "H", "H", "H", "H", "Se", "C", "N"],
  "coordinates": [[-1.1222, 0.4025, 0.2233], [-3.9271, 2.6518, -0.3117], [-2.6847, 3.0605, 0.4530], [-2.9941, 3.5017, 1.8731], [-1.8552, 4.0761, -0.3094], [-1.8843, 1.8889, 0.5567], [1.5255, 1.8222, -0.0614], [2.5065, 0.5418, -0.8364], [3.9263, 0.4185, -0.9158], [4.2496, -1.0724, -0.9216], [4.5776, 1.0793, 0.2965], [4.3957, 1.0862, -2.2058], [1.0296, 0.7995, 1.3655], [1.0638, 1.1422, 2.7756], [1.9050, 2.4027, 2.9542], [-0.3317, 1.3853, 3.3301], [1.7048, -0.0480, 3.4758], [-4.5948, 3.5101, -0.4041], [-3.6629, 2.3031, -1.3089], [-4.4604, 1.8522, 0.2051], [-3.6376, 4.3817, 1.8467], [-3.5078, 2.7165, 2.4244], [-2.0828, 3.7630, 2.4049], [-2.4715, 4.9484, -0.5294], [-0.9898, 4.4003, 0.2710], [-1.5019, 3.6556, -1.2525], [3.9830, -1.5168, 0.0355], [3.6807, -1.5745, -1.6966], [5.3103, -1.2411, -1.1012], [4.1543, 0.6738, 1.2124], [5.6540, 0.9062, 0.3066], [4.4177, 2.1596, 0.2855], [3.9546, 0.5890, -3.0663], [4.0933, 2.1329, -2.2267], [5.4795, 1.0421, -2.2977], [1.4238, 3.2623, 2.4888], [2.0413, 2.6278, 4.0110], [2.8938, 2.2755, 2.5099], [-0.9062, 2.0324, 2.6672], [-0.8754, 0.4585, 3.4711], [-0.2587, 1.8769, 4.2985], [2.7363, -0.1796, 3.1602], [1.6904, 0.0942, 4.5542], [1.1504, -0.9539, 3.2422], [1.1509, -3.1094, 0.4473], [0.2262, -3.1807, -0.7638], [-1.0794, -3.8937, -0.4487], [0.9322, -3.8631, -1.9239], [-0.0553, -1.8173, -1.1397], [-0.7665, -1.2157, -2.4862], [-0.7452, 0.8372, -2.0558], [-0.0921, -1.6082, -3.9007], [0.8271, -1.1214, -4.8810], [0.8398, 0.3994, -4.8972], [2.2101, -1.6626, -4.5425], [0.3406, -1.6764, -6.2157], [-2.2817, -1.8200, -2.4836], [-3.2544, -1.9288, -3.5213], [-2.9170, -3.1435, -4.3747], [-4.5884, -2.1211, -2.8100], [-3.2718, -0.6565, -4.3562], [2.1875, -2.9844, 0.1356], [1.0736, -4.0203, 1.0388], [0.8888, -2.2674, 1.0838], [-0.8665, -4.9378, -0.2201], [-1.7547, -3.8529, -1.3002], [-1.5791, -3.4570, 0.4087], [1.2558, -4.8549, -1.6089], [1.8088, -3.2948, -2.2199], [0.2791, -3.9735, -2.7874], [1.2231, 0.8043, -3.9629], [-0.1595, 0.7996, -5.0576], [1.4790, 0.7408, -5.7098], [2.5187, -1.3069, -3.5638], [2.9432, -1.3263, -5.2756], [2.2037, -2.7515, -4.5334], [-0.6492, -1.2918, -6.4550], [0.2873, -2.7629, -6.1749], [1.0209, -1.3931, -7.0158], [-2.9134, -4.0409, -3.7595], [-1.9379, -3.0326, -4.8311], [-3.6554, -3.2711, -5.1634], [-4.5475, -3.0012, -2.1721], [-5.3937, -2.2493, -3.5296], [-4.8147, -1.2575, -2.1871], [-2.3243, -0.5139, -4.8694], [-3.4513, 0.2100, -3.7238], [-4.0567, -0.7086, -5.1077], [-1.6715, -2.9862, 3.6604], [-1.5187, -1.8159, 2.3600], [-1.4170, -1.0455, 1.4901]],
  "s2": 2.016,
  "gap_ev": [7.62, 7.65],
  "multiplicity": 3,
  "energy_ev": -206847.323,
  "homo_ev": [-7.9, -8.1],
  "mol_weight_g_mol": 727.375
}

---

(4)
{
  "formula": "C7H15N2",
  "method": "ωB97M-V/def2-TZVPD",
  "elements": ["C", "C", "C", "N", "C", "C", "N", "C", "C", "H", "H", "H", "H", "H", "H", "H", "H", "H", "H", "H", "H", "H", "H", "H"],
  "coordinates": [[0.8640, 1.5597, -1.1564], [0.8441, 0.2867, -0.0772], [1.2866, 0.8736, 1.2577], [1.6599, -0.8221, -0.3830], [1.0970, -1.8878, -0.0274], [-0.3048, -1.6920, 0.5006], [-0.6061, -0.3244, 0.0049], [-1.1823, -0.4448, -1.3480], [-1.5363, 0.4336, 0.8460], [1.8249, 2.0426, -1.0299], [0.0655, 2.2451, -0.9150], [0.7947, 1.1915, -2.1716], [1.1637, 0.1745, 2.0810], [0.7592, 1.7927, 1.4822], [2.3472, 1.1055, 1.1806], [1.5838, -2.8445, -0.0887], [-1.0198, -2.4315, 0.1477], [-0.2979, -1.7090, 1.5955], [-1.4255, 0.5352, -1.7481], [-0.4773, -0.9409, -2.0124], [-2.0976, -1.0358, -1.3028], [-1.5793, 1.4676, 0.5075], [-2.5356, 0.0058, 0.7685], [-1.2280, 0.4188, 1.8882]],
  "charge": 1,
  "gap_ev": 11.99,
  "energy_ev": -10475.489,
  "homo_ev": -14.8,
  "smiles": "CC1(C)N=CC[N+]1(C)C",
  "de_lowest_kj_mol": 77.8,
  "mol_weight_g_mol": 127.211
}

---

(5)
{
  "formula": "C15H23F9NO3P2Sr",
  "method": "ωB97M-V/def2-TZVPD",
  "elements": ["Sr", "P", "C", "C", "N", "C", "C", "C", "C", "C", "P", "H", "H", "H", "H", "H", "H", "H", "H", "O", "H", "H", "O", "H", "C", "H", "H", "H", "C", "H", "H", "H", "C", "H", "H", "H", "C", "H", "H", "H", "F", "C", "F", "F", "C", "O", "C", "F", "F", "F", "C", "F", "F", "F"],
  "coordinates": [[0.2776, 0.6686, 0.4466], [2.7562, -1.1120, 0.1358], [2.5555, -1.3672, -1.6119], [1.2779, -1.5379, -2.2546], [0.1694, -0.9501, -1.6541], [-1.0516, -1.1507, -2.1576], [-1.2789, -2.0777, -3.1849], [-0.2062, -2.6202, -3.8935], [1.0907, -2.2766, -3.4883], [-2.2954, -0.5334, -1.4909], [-2.4783, 1.1160, -0.7256], [1.9565, -2.4935, -4.1284], [-2.3104, -2.3517, -3.3852], [-0.4150, -3.2955, -4.7420], [-3.0206, -0.5363, -2.3117], [-2.5951, -1.2695, -0.7294], [2.6223, 3.4985, -2.8151], [3.4248, -1.4083, -2.2715], [-0.1037, 4.3405, -1.7060], [3.5414, 3.3043, -2.6374], [3.9950, 3.5293, -3.4714], [-0.2343, 2.8019, -0.8166], [-0.6243, 3.5480, -1.5910], [-1.5075, 3.8913, -1.3529], [-2.9517, 2.0955, -2.1951], [-3.8758, 1.7015, -2.6418], [-3.1614, 3.1568, -1.9722], [-2.1884, 2.0361, -2.9824], [-4.1252, 0.9912, 0.0871], [-4.2860, 1.8848, 0.7093], [-4.9810, 0.9132, -0.6029], [-4.1654, 0.1278, 0.7647], [2.1504, -2.6982, 0.8762], [2.9948, -3.3747, 1.0826], [1.6693, -2.4069, 1.8282], [1.4173, -3.1563, 0.1909], [4.5851, -0.8851, 0.2829], [4.7666, -0.5976, 1.3300], [5.1864, -1.7683, 0.0281], [4.8700, -0.0407, -0.3626], [0.1171, -2.3707, 4.5138], [0.6094, -1.1098, 4.5002], [0.6334, -0.6576, 5.7795], [1.9057, -1.2100, 4.0757], [-0.2061, -0.1543, 3.5667], [-0.0279, -0.5881, 2.2799], [-1.7287, -0.0896, 3.8536], [-2.0323, 0.1769, 5.1457], [-2.3206, 0.9011, 3.1005], [-2.3468, -1.2404, 3.5095], [0.3449, 1.2924, 3.7677], [-0.0418, 1.9302, 4.8895], [1.7055, 1.3178, 3.7313], [-0.0627, 2.1054, 2.7011]],
  "charge": 1,
  "gap_ev": [6.97, 5.07],
  "energy_ev": -67424.605,
  "homo_ev": [-10.5, -9.3],
  "de_lowest_kj_mol": 454.1,
  "mol_weight_g_mol": 585.903
}

---

(6)
{
  "formula": "C3H6N2S",
  "method": "ωB97M-V/def2-TZVPD",
  "elements": ["S", "C", "N", "N", "C", "C", "H", "H", "H", "H", "H", "H"],
  "coordinates": [[2.6861, -0.6539, -0.1910], [1.8390, 0.7393, 0.0205], [0.5036, 0.9149, -0.1115], [-0.3265, -0.0393, -0.7219], [-1.6224, -0.1567, -0.0491], [-0.5871, -1.1913, 0.1358], [2.3096, 1.6354, 0.3522], [0.1507, 1.8782, -0.1945], [-1.8006, 0.5258, 0.7863], [-2.4634, -0.3301, -0.7327], [-0.6416, -2.1296, -0.3821], [-0.0475, -1.1927, 1.0880]],
  "gap_ev": 9.13,
  "energy_ev": -17021.361,
  "homo_ev": -8.3,
  "smiles": "S=CNN1CC1",
  "de_lowest_kj_mol": 258.6,
  "mol_weight_g_mol": 102.162
}